A molecular structure, C30H29BiIN4O8S4, computed with ωB97M-V/def2-TZVPD.

Cartesian coordinates (Å):
Bi  1.17  0.34  0.05
C  6.36  2.02  4.79
C  4.93  1.59  4.59
C  4.40  0.51  5.29
C  3.09  0.09  5.08
C  2.30  0.77  4.17
C  2.80  1.87  3.48
C  4.10  2.27  3.69
S  0.65  0.23  3.83
O  -0.14  1.41  3.67
O  0.30  -0.73  4.85
N  0.77  -0.45  2.38
C  1.08  -1.75  2.13
C  1.18  -2.85  3.00
C  1.51  -4.07  2.44
C  1.73  -4.22  1.07
C  1.60  -3.10  0.28
N  1.30  -1.92  0.81
H  6.78  1.60  5.70
H  6.44  3.11  4.85
H  6.98  1.70  3.95
H  5.03  -0.02  6.00
H  2.68  -0.74  5.63
H  2.16  2.40  2.77
H  4.49  3.13  3.16
H  0.99  -2.73  4.05
H  1.60  -4.94  3.09
H  1.97  -5.18  0.63
H  1.74  -3.10  -0.80
C  4.54  -1.26  1.80
C  4.94  -0.63  0.49
C  5.22  0.73  0.41
C  5.62  1.31  -0.78
C  5.75  0.52  -1.91
C  5.47  -0.84  -1.86
C  5.06  -1.40  -0.67
S  6.12  1.28  -3.47
O  6.82  2.51  -3.21
O  6.69  0.27  -4.31
N  4.68  1.72  -4.11
C  3.64  0.68  -4.25
C  2.66  0.64  -3.08
C  2.14  -0.77  -2.79
O  2.59  -1.74  -3.39
O  1.23  -0.84  -1.87
H  4.02  -0.54  2.43
H  5.43  -1.59  2.34
H  3.90  -2.13  1.64
H  5.10  1.34  1.30
H  5.84  2.37  -0.84
H  5.56  -1.44  -2.76
H  4.83  -2.46  -0.63
H  4.37  2.61  -3.74
H  4.14  -0.28  -4.35
H  3.12  0.85  -5.19
H  1.81  1.30  -3.23
H  3.17  0.97  -2.17
I  -1.82  0.78  -1.94
C  -1.04  0.11  -0.10
H  -1.26  -0.95  -0.01
H  -1.51  0.69  0.69
O  -3.77  4.50  1.45
S  -2.90  3.49  1.98
O  -3.48  2.30  2.53
N  -1.74  3.10  0.87
C  -0.57  3.49  1.23
S  0.88  3.24  0.34
C  -0.52  4.20  2.55
C  0.57  4.75  3.21
C  0.36  5.31  4.47
C  -0.91  5.33  5.04
C  -2.00  4.80  4.37
C  -1.77  4.24  3.13
H  1.55  4.72  2.76
H  1.19  5.74  5.01
H  -1.04  5.77  6.02
H  -2.99  4.80  4.81

Values from the calculation:
Maximum force ... 0.14 eV Å⁻¹
HOMO-LUMO gap ... 8.1 eV
Total charge ... -1
Calculated total energy ... -111206.2569 eV
Lowest unoccupied orbital energy ... 0.0776 hartree
HOMO level ... -5.995 eV
Multiplicity ... 1